1.
31
Properties=species:S:1:pos:R:3:forces:R:3 method="wB97M-V/def2-TZVPD" charge=+1 de_lowest_kj_mol=237.0 homo_energy_ev=-11.8 orbital_gap_ev=8.73
C -2.12641 0.59916 -0.12381 -0.7 1.6 0.3
C -1.59087 -0.63724 -0.00711 -1.3 2.2 -0.7
C -0.15670 1.01141 0.26959 1.5 -1.9 -0.9
C -3.61634 0.64844 -0.45638 2.2 -0.8 0.6
C -2.72282 -1.60274 -0.26372 3.1 -2.5 -1.7
C 4.09793 -0.26279 -0.56808 0.9 0.3 -0.1
C 1.22108 2.92100 0.52660 1.8 0.1 -2.5
C 2.71371 -0.80129 -0.84031 1.2 -2.0 -1.2
C 0.82105 -1.44096 0.62791 1.0 2.1 -2.4
N -1.21817 1.65299 0.03289 -3.1 -0.5 -0.3
N -0.23063 -0.40243 0.13055 0.6 -0.9 0.4
N -3.90838 -0.79672 0.05031 -0.2 1.2 -2.2
O 0.68766 -1.58694 1.92287 -0.8 -0.9 2.0
O 0.99577 1.53331 0.48199 1.6 -1.2 1.5
O 2.09179 -0.92652 0.44387 0.5 0.1 -0.6
H -4.16423 1.27130 0.21951 -0.5 0.7 -0.3
H -3.67873 0.82146 -1.53023 -1.0 -0.3 0.1
H -2.60429 -2.10609 -1.31417 -1.1 1.3 1.6
H -2.61620 -2.41049 0.41650 -0.6 -1.0 0.7
H 4.81892 -0.43136 -1.36180 -0.3 -0.2 -0.6
H 4.06870 0.80800 -0.47576 0.0 0.5 0.4
H 4.63394 -0.67895 0.28433 -0.6 -0.1 0.3
H 1.18568 3.16952 -0.57237 -0.2 0.8 1.2
H 2.29762 2.98509 0.81977 -1.1 0.3 0.1
H 0.56060 3.49118 1.14588 -0.5 0.1 0.3
H 2.90903 -1.81709 -1.49619 -1.2 2.0 2.0
H 2.18643 -0.07829 -1.45699 -0.3 -0.2 -0.1
H 0.81226 -2.34539 0.06138 -1.2 -0.8 -0.4
H -3.80931 -0.59166 1.02573 -0.6 -0.5 1.1
H -4.83206 -1.16745 -0.24097 0.7 0.1 0.4
H 1.17297 -0.82844 2.24822 0.3 0.3 1.0

=====

2.
29
Properties=species:S:1:pos:R:3:forces:R:3 method="wB97M-V/def2-TZVPD" charge=+2 de_lowest_kj_mol=170.6 homo_energy_ev="-15.1 / -15.1" orbital_gap_ev="5.90 / 5.90"
C 2.70504 1.30577 0.79088 -0.8 -0.2 -0.2
C 1.97274 0.38259 0.14152 -2.5 0.1 0.4
C 4.10734 -0.15848 -0.12443 0.0 0.0 0.0
C -3.55001 0.44104 0.73846 0.1 0.1 -0.2
C -3.11345 1.04271 -0.59592 -0.3 -0.1 0.0
C -1.15326 -0.54415 -1.52666 0.1 -0.2 0.2
C -2.98611 -0.95268 0.93721 -1.0 0.2 -0.1
C -1.64966 0.80463 -0.90844 0.0 0.2 0.2
C -0.91952 -0.18904 -0.13862 1.8 0.7 -0.8
N 2.84260 -0.52857 -0.41570 0.6 -0.1 0.0
N 4.04040 0.95946 0.61111 0.3 -0.4 -0.3
N 5.20961 -0.80021 -0.50132 0.3 0.0 0.0
N -1.47234 -0.86713 1.01129 0.5 -0.3 0.5
H 2.41623 2.17081 1.34726 0.0 0.2 0.1
H -3.24331 1.08974 1.56126 0.0 0.0 0.1
H -4.63883 0.38671 0.76984 0.0 -0.1 0.1
H -3.68500 0.59192 -1.41471 0.0 0.1 0.0
H -3.33525 2.10850 -0.60376 0.1 0.0 0.0
H -1.83680 -1.34993 -1.77227 -0.1 0.0 0.1
H -0.36900 -0.43278 -2.25867 0.2 0.2 0.0
H -3.34724 -1.40104 1.86351 0.3 -0.1 0.0
H -3.24940 -1.60389 0.10261 0.2 -0.1 0.1
H -1.13123 1.66387 -1.30874 0.3 -0.1 -0.1
H 2.58784 -1.31815 -0.98725 0.1 0.0 0.0
H 4.82831 1.47467 0.97441 0.0 -0.1 -0.1
H 5.16328 -1.65218 -1.03414 0.0 0.0 0.0
H 6.12185 -0.47482 -0.22539 0.0 0.0 0.0
H -1.23343 -0.33463 1.85976 0.0 -0.2 -0.2
H -1.08141 -1.81473 1.10689 0.0 0.3 0.0

=====

3.
38
Properties=species:S:1:pos:R:3:forces:R:3 method="wB97M-V/def2-TZVPD" s_squared=3.78 de_lowest_kj_mol=41.8 multiplicity=4 homo_energy_ev="-4.6 / -7.3" orbital_gap_ev="5.00 / 5.87"
Pt 0.40622 -0.10436 -0.67816 1.1 0.1 -0.1
O 0.26754 0.13466 1.64007 0.1 0.0 0.2
N -0.54265 1.15814 1.87331 -0.1 -0.2 -0.2
C -1.45591 1.06336 2.92910 -0.4 -0.1 0.3
C -2.24811 2.11483 3.24351 0.2 -0.2 -0.1
C -2.18444 3.31963 2.49424 -0.2 0.2 0.0
C -1.26824 3.39193 1.42250 0.1 -0.2 0.1
C -0.45952 2.33058 1.10573 0.2 0.6 -0.2
S 0.60851 2.33353 -0.25578 0.0 -0.8 -0.2
H -1.44798 0.12173 3.45519 0.0 0.0 -0.1
H -2.92536 2.01761 4.08134 0.0 0.0 0.0
H -2.81840 4.15821 2.74275 0.0 0.0 0.0
H -1.20940 4.27325 0.79915 0.0 0.0 0.0
C 5.05562 -1.12186 -0.78304 0.0 0.0 -0.1
O 3.81636 -0.41779 -0.61485 -0.2 0.1 0.1
P 2.43760 -1.03564 -1.10416 -0.4 -0.2 0.2
O 2.80479 -1.40761 -2.62728 -0.1 0.2 0.2
C 1.75528 -1.55426 -3.58611 -0.1 -0.1 -0.1
O 2.44824 -2.54037 -0.48136 -0.1 0.3 -0.1
C 1.91819 -2.73712 0.84102 0.0 0.1 0.0
H 5.77350 -0.64809 -0.11972 0.0 0.0 0.0
H 5.38871 -1.04473 -1.81701 0.0 0.0 0.0
H 4.94226 -2.17199 -0.51570 0.0 0.0 0.0
H 2.21149 -1.49165 -4.57124 0.0 0.0 0.0
H 1.01329 -0.76095 -3.47245 0.0 0.0 0.0
H 1.25978 -2.52106 -3.47930 0.1 0.0 0.1
H 2.46830 -2.15184 1.57918 0.0 0.0 0.0
H 2.00985 -3.79827 1.05740 0.1 0.0 0.0
H 0.86876 -2.44079 0.88853 0.0 0.0 0.0
N -4.69254 1.37411 -0.53360 -0.3 0.3 -0.1
N -3.63610 0.51147 -0.67707 0.5 0.0 0.1
N -3.77949 -0.74233 -1.03977 -0.3 0.2 0.1
C -2.52159 -1.13272 -1.09228 0.3 -0.5 0.0
N -1.68379 -0.14625 -0.76807 -0.2 0.4 0.0
N -2.41411 0.91762 -0.51638 -0.6 -0.1 0.0
H -5.50644 0.83477 -0.27029 0.0 -0.1 0.1
H -4.44499 2.04963 0.18221 0.0 0.0 0.1
H -2.21520 -2.13538 -1.33157 0.0 0.0 -0.1

=====

4.
36
Properties=species:S:1:pos:R:3:forces:R:3 method="wB97M-V/def2-TZVPD" smiles="C#C[C@@H](C#N)CC#N.NC(N)=O.NC(N)=O.NC(N)=O" homo_energy_ev=-9.5 orbital_gap_ev=8.56
C -0.37999 -1.25350 -1.60562 7.7 5.3 -4.9
C 0.70733 -0.71664 -2.35952 -7.2 -2.2 5.1
C 1.89429 0.17234 -3.13353 -0.2 -0.5 1.1
C 1.94461 1.74747 -2.57336 -3.0 6.5 5.8
N 1.72441 2.83911 -1.87116 2.4 -10.2 -6.8
C 3.39043 -0.45509 -2.74147 0.1 0.2 -1.8
C 3.59719 -1.89989 -3.49103 3.2 -8.1 -2.3
N 3.95480 -3.07610 -3.96436 -3.6 11.4 4.4
H -1.29262 -1.31724 -0.83875 2.3 -0.3 -2.3
H 1.72688 0.18849 -4.31121 0.3 0.0 2.8
H 4.17125 0.29199 -3.24269 -1.5 -1.8 1.1
H 3.56755 -0.46439 -1.58438 -0.5 -0.4 -2.4
C 2.23343 3.23052 2.79216 -0.4 0.0 0.1
O 1.80435 3.20289 3.93476 -0.1 -0.2 0.4
N 1.45312 3.01981 1.71685 -1.0 -0.3 -0.6
N 3.52518 3.47421 2.50595 1.5 0.3 0.2
H 1.78814 3.03847 0.76837 -0.1 0.0 0.1
H 0.47373 2.83271 1.88810 0.2 0.1 -0.1
H 4.14679 3.63830 3.28707 -0.2 -0.1 -0.3
H 3.89719 3.50111 1.57169 -0.1 0.0 0.2
C -1.84638 1.36771 4.19564 0.2 0.6 -0.2
O -2.22461 2.42987 3.72749 -0.1 0.1 -0.1
N -2.69387 0.38055 4.53748 -1.5 -0.9 0.3
N -0.54805 1.08918 4.41166 1.2 0.0 -0.1
H -2.40143 -0.50092 4.92438 0.0 0.2 -0.1
H -3.68058 0.54938 4.39102 0.4 -0.1 0.1
H 0.12329 1.80567 4.16785 0.1 0.0 0.2
H -0.21726 0.22044 4.79615 -0.1 0.2 -0.1
C -3.74823 -3.30114 -2.38785 0.2 0.4 0.3
O -3.49643 -2.43734 -1.56271 0.1 0.2 0.2
N -4.39696 -4.43765 -2.07632 -0.7 -1.0 0.8
N -3.39949 -3.19389 -3.68276 0.5 0.5 -1.2
H -4.61330 -5.16051 -2.74180 0.0 0.2 0.1
H -4.67742 -4.55826 -1.11177 0.1 0.0 -0.4
H -2.90925 -2.35329 -3.95943 -0.2 -0.3 0.1
H -3.59808 -3.89437 -4.37692 0.0 0.1 0.1